C37H82F3N11O13 | wB97M-V/def2-TZVPD

Summary:
* LUMO level: 0.02 eV
* energy above the lowest of the compared OMol25 structures with the same formula, charge and spin: 58.1 kcal/mol
* max |F|: 5.02 eV/A
* DFT total energy: -3339.0702 a.u.
* highest occupied orbital energy: -9.062 eV
* gap between HOMO and LUMO: 9.080 eV

Structure (XYZ):
```
146
Properties=species:S:1:pos:R:3:forces:R:3
C 1.9755 2.1974 -8.9502 -0.2 0.9 -0.6
C 2.2556 1.0065 -9.8687 -0.4 2.0 0.3
O 1.9868 -0.0828 -9.0200 0.2 -3.0 1.0
C 2.5713 -1.2794 -9.2477 2.5 0.9 -2.5
O 3.3426 -1.4744 -10.1758 -1.3 0.1 1.3
C 2.3587 -2.4203 -8.2377 -1.7 0.1 1.9
F 3.5023 -3.0141 -7.7625 -1.8 1.1 -1.1
F 1.6611 -1.8736 -7.1776 1.1 -0.9 -0.6
F 1.5331 -3.3657 -8.7596 1.2 0.6 0.2
H 2.1142 3.1395 -9.4806 0.5 0.0 -0.3
H 2.6491 2.2030 -8.0933 -0.1 -0.1 0.0
H 0.9384 2.3201 -8.6379 0.0 -0.7 0.3
H 3.2781 1.1221 -10.2282 0.1 -0.8 0.1
H 1.5698 1.0004 -10.7159 0.1 -0.2 -0.1
C 7.0581 -2.1302 -1.9054 0.7 -1.2 -1.0
N 6.1757 -1.0535 -2.1875 0.1 -1.0 3.2
C 6.1302 -0.2423 -3.2079 2.7 0.1 -2.1
C 7.1820 -0.2434 -4.3496 -0.7 -1.3 0.6
O 5.2825 0.5775 -3.2775 -3.0 2.7 -0.3
H 7.3141 -2.3630 -0.8718 -0.6 0.6 0.3
H 8.0316 -1.9632 -2.3664 -0.1 -0.2 -0.3
H 6.5532 -3.0001 -2.3255 0.7 -0.6 0.0
H 5.4593 -0.9150 -1.4892 -0.2 0.3 -0.3
H 7.9180 0.5457 -4.1952 -0.3 0.1 -0.2
H 6.5432 -0.1401 -5.2267 0.4 0.5 -0.1
H 7.6979 -1.1952 -4.4758 0.2 0.0 0.2
C 0.0673 5.2622 10.0609 1.4 -0.5 -1.1
N 1.0233 5.0812 8.9030 -2.4 -0.2 0.2
C 2.3430 5.2403 8.8783 1.2 0.0 1.7
C 3.0314 5.1414 7.5407 0.0 -0.1 -0.3
O 2.9671 5.4042 9.9264 0.1 0.3 -0.7
H -0.5667 4.3763 10.0244 -0.4 0.4 0.1
H -0.4365 6.2155 9.9011 -0.3 -0.3 0.2
H 0.5581 5.2614 11.0341 0.3 0.1 -0.3
H 0.5769 4.6910 8.0853 0.1 0.3 0.0
H 2.3389 4.9994 6.7110 0.0 -0.2 0.0
H 3.7374 4.3121 7.5852 0.0 0.0 -0.1
H 3.5939 6.0479 7.3171 0.0 0.0 0.3
C 8.0252 -2.9861 6.2245 0.1 -0.1 -0.2
N 8.0542 -1.8858 5.2812 2.2 -1.5 0.0
C 7.1751 -0.9395 5.0779 -2.0 2.0 -0.6
C 7.5739 0.0571 3.9899 0.1 0.4 0.3
O 6.1171 -0.7933 5.6731 0.2 -0.5 0.0
H 7.0031 -3.3353 6.3711 0.1 0.3 0.2
H 8.5326 -2.7175 7.1511 -0.4 0.0 0.2
H 8.5969 -3.8047 5.7874 -0.1 -0.1 0.0
H 8.9436 -1.6984 4.8407 -0.1 -0.4 0.0
H 8.6206 0.0005 3.6912 0.1 0.0 0.1
H 7.3737 1.0334 4.4314 0.1 0.1 -0.2
H 6.9918 -0.0051 3.0705 -0.3 -0.3 0.2
C -11.4614 3.5070 -1.2106 -0.9 0.1 0.8
N -10.2144 2.7808 -1.2432 -0.4 2.0 2.1
C -9.7883 2.1130 -2.2803 1.8 -1.2 -1.9
C -8.4205 1.4639 -2.1296 -0.2 0.7 0.4
O -10.3796 2.0445 -3.3315 -1.0 -0.1 -0.8
H -11.7500 4.1463 -2.0448 0.6 -0.6 -0.5
H -11.4662 4.2086 -0.3764 0.3 -0.2 0.3
H -12.2480 2.7787 -1.0131 -0.3 0.2 -0.2
H -9.5813 2.9356 -0.4716 -0.2 -0.2 -0.2
H -7.9470 1.9501 -1.2767 0.4 -0.5 0.1
H -7.8284 1.6931 -3.0156 -0.1 -0.2 0.0
H -8.5285 0.3897 -1.9796 0.1 0.1 0.0
C 6.3461 7.1030 0.1220 -0.1 1.1 -0.5
N 7.6219 7.8846 0.1770 -1.5 -1.2 -0.5
C 8.1832 8.3206 1.3129 2.1 -0.1 1.6
C 9.6057 8.9468 1.1801 -1.0 -0.3 -0.5
O 7.7341 8.1634 2.4372 -0.7 0.0 -0.5
H 5.6251 7.7010 -0.4353 -0.1 0.1 -0.1
H 5.8574 6.9224 1.0794 0.8 0.1 0.2
H 6.4246 6.1715 -0.4387 0.5 -0.1 0.2
H 8.0841 8.0157 -0.7115 0.0 0.1 0.4
H 9.4562 10.0083 0.9829 0.3 0.0 -0.1
H 10.1427 8.4559 0.3685 0.1 0.3 -0.2
H 10.1861 8.8218 2.0942 -0.4 0.0 0.0
C 0.8713 1.5693 0.8213 0.1 0.2 0.3
N 0.5239 1.6196 -0.5890 2.3 0.3 0.1
C -0.6275 1.2133 -1.1093 -0.5 -0.3 -0.9
C -0.8417 1.4477 -2.5978 -0.3 0.5 0.1
O -1.4995 0.7235 -0.4408 -1.3 -0.5 0.8
H 1.4818 2.4313 1.0902 -0.5 0.5 -0.1
H 1.5396 0.7736 1.1505 -0.4 -0.7 -0.5
H -0.0534 1.5360 1.3975 0.2 0.1 0.0
H 1.2825 1.6023 -1.2556 0.1 0.5 0.2
H -1.0885 0.5085 -3.0929 0.1 0.1 0.0
H -0.0991 2.0406 -3.1319 0.4 -0.4 0.1
H -1.7205 2.0915 -2.6325 -0.3 -0.2 0.0
C -0.0649 -4.4919 1.9091 0.5 0.3 -0.7
N -1.4827 -4.0415 1.9392 3.3 0.6 -0.9
C -2.4078 -4.8208 2.3919 -2.9 -2.6 3.1
C -3.8344 -4.3743 2.1724 -1.0 0.2 0.9
O -2.2309 -5.8102 3.1299 0.4 0.9 -1.3
H 0.6502 -3.8622 2.4384 -0.4 0.6 -0.1
H 0.2501 -4.5757 0.8690 0.0 0.4 -0.1
H 0.1944 -5.4741 2.3043 -1.3 -0.1 0.3
H -1.7902 -3.2574 1.3816 0.5 -0.1 -0.1
H -4.3291 -4.8125 1.3057 0.3 0.3 -0.2
H -3.9969 -3.3043 2.3017 0.4 0.3 -0.9
H -4.4292 -4.7041 3.0242 0.3 -0.6 0.0
C -2.5977 -6.4065 -4.3352 0.9 0.7 0.9
N -2.8761 -6.9501 -5.6205 -0.7 -0.6 -1.9
C -2.8081 -8.2610 -5.9685 0.4 -2.4 2.6
C -3.1948 -8.6386 -7.3833 -0.4 0.7 -0.6
O -2.4909 -9.1277 -5.1193 -0.6 1.5 -1.7
H -3.1282 -5.4691 -4.1681 -0.1 0.0 -0.3
H -1.5337 -6.1842 -4.2541 0.2 0.1 0.1
H -2.8201 -7.0453 -3.4805 -0.3 -0.4 -0.5
H -2.8784 -6.3655 -6.4441 -0.2 0.5 0.5
H -4.2511 -8.4994 -7.6136 -0.3 0.1 0.7
H -3.0196 -9.6725 -7.6805 0.6 0.2 0.4
H -2.7569 -7.9292 -8.0855 0.5 -0.2 -0.2
C -6.0379 -0.9785 -8.7283 -0.8 0.6 -0.3
N -5.3825 -1.5665 -9.8824 -0.1 0.8 0.6
C -4.2555 -2.2762 -9.7784 -0.2 -1.7 1.1
C -3.7986 -2.9408 -11.0347 0.4 0.5 0.4
O -3.6835 -2.5681 -8.7200 -0.6 1.0 -0.8
H -5.3953 -0.8290 -7.8606 0.2 -0.5 -0.3
H -6.9264 -1.5590 -8.4799 0.1 -0.1 0.4
H -6.4046 0.0145 -8.9880 0.0 0.1 -0.1
H -5.8014 -1.4620 -10.7955 0.1 0.0 0.3
H -4.2732 -2.5960 -11.9533 0.2 0.1 0.0
H -3.9903 -4.0029 -10.8824 0.4 0.0 -0.2
H -2.7492 -2.6655 -10.9290 0.3 -0.7 -1.0
C -5.5146 1.9089 7.6519 0.8 -1.4 0.4
N -5.6510 3.0595 6.8426 -2.0 1.1 0.0
C -4.6752 3.7533 6.2574 -0.1 0.4 -0.7
C -5.0212 5.0086 5.4973 -0.4 0.1 -0.2
O -3.5322 3.4238 6.3815 2.3 -0.6 0.1
H -5.6931 1.0285 7.0345 -0.5 -0.3 0.3
H -6.1620 1.9760 8.5263 -0.2 -0.2 -0.2
H -4.5084 1.7249 8.0284 0.1 0.6 -0.1
H -6.5842 3.4453 6.8240 0.2 0.0 -0.2
H -5.0362 5.7612 6.2857 -0.1 0.5 -0.4
H -5.9560 4.9982 4.9369 -0.3 -0.1 0.5
H -4.2794 5.2425 4.7336 0.3 -0.1 0.5
C -1.0440 -2.7277 7.3890 -0.9 -0.5 0.1
N -1.6739 -3.9912 7.8545 0.2 0.0 -0.4
C -1.9484 -4.2776 9.1605 2.0 0.2 1.3
C -2.5454 -5.6533 9.4463 -1.3 -0.1 -1.3
O -1.5935 -3.5281 10.0685 -0.9 -0.3 -0.5
H -1.1758 -1.9894 8.1800 0.3 -0.2 0.0
H -1.5759 -2.3751 6.5054 -0.2 0.0 0.1
H -0.0084 -2.8073 7.0584 0.1 -0.3 0.5
H -1.7039 -4.7913 7.2388 -0.1 0.4 -0.2
H -3.5003 -5.5665 9.9647 0.2 0.3 0.5
H -1.9571 -6.4365 9.9245 0.4 0.7 0.2
H -2.8813 -6.0762 8.4995 0.2 -0.2 -0.3
```
Forces are in eV/Å.

Atomic partial charges in e from the Löwdin method, atoms 1 to 6: -0.067, -0.212, 0.011, -0.331, 0.141, -0.444